Below is C3H4O2 as an isolated structure in a non-equilibrium geometry, with properties calculated with the ωB97M-V functional and the def2-TZVPD basis.

Properties
electronic energy	-267.10427	a.u.
total charge	0

Geometry as XYZ:
```
9
Properties=species:S:1:pos:R:3:forces:R:3
O 2.3310 0.9609 -0.0319 0.68 0.28 0.06
O 1.1522 -1.0978 0.2476 0.11 1.31 -0.75
C 1.4495 0.1905 -0.1152 -0.87 -1.12 0.60
C 0.1200 -0.2008 -0.4629 -0.88 -1.59 -4.06
C -1.1309 0.1265 0.3692 3.95 2.41 0.13
H -0.7926 -0.3292 1.3086 -0.43 0.93 0.44
H -1.1808 1.3025 0.3344 -0.49 -2.46 0.54
H -1.9660 -0.4050 0.1056 -2.16 -0.80 -1.14
H 0.0175 -0.5476 -1.7554 0.09 1.04 4.18
```
Forces are in eV/Å.

For each atom in turn, the natural (NBO) charge in e is: number 1, O, carries -0.51; number 2, O, carries -0.49; number 3, C, carries 0.75; number 4, C, carries 0.00; number 5, C, carries -0.65; number 6, H, carries 0.24; number 7, H, carries 0.24; number 8, H, carries 0.23; number 9, H, carries 0.20